[1]
# C41H35N10Sn

C41H35N10Sn as an isolated structure at a distorted geometry (ωB97M-V/def2-TZVPD, OMol25).

## Properties
ΔE to the lowest compared entry with this formula, charge and spin (kJ/mol): 4.34
Multiplicity: 1
Charge: +1
Highest occupied orbital energy (eV): -9.87
Strongest force on any atom (eV/Å): 3.45
Orbital gap (hartree): 0.2460

Last column: Löwdin charge in e.
Element x y z (Å)
Sn: 10.152 9.386 12.300  1.333
C: 12.578 7.631 16.713  -0.033
C: 12.854 7.455 15.229  -0.307
C: 11.982 6.750 14.422  -0.077
C: 12.246 6.506 13.073  -0.124
C: 13.368 7.032 12.464  -0.104
C: 14.278 7.656 13.342  -0.077
C: 14.093 7.864 14.735  -0.028
H: 12.146 8.626 16.906  0.055
H: 13.504 7.557 17.360  0.101
H: 11.869 6.816 16.955  0.084
H: 11.082 6.395 14.901  0.110
H: 11.432 6.002 12.549  0.101
H: 13.653 7.016 11.387  0.116
H: 15.224 7.924 12.894  0.100
H: 14.704 8.411 15.455  0.119
C: 12.048 8.316 8.362  -0.063
C: 13.178 9.092 8.120  -0.043
C: 13.673 9.854 9.161  0.024
C: 13.001 9.856 10.446  -0.285
N: 11.837 9.124 10.588  -0.032
C: 11.424 8.283 9.598  -0.156
N: 13.618 10.565 11.445  0.178
C: 13.196 10.607 12.664  -0.327
N: 12.046 10.136 13.230  -0.036
C: 11.980 10.426 14.552  -0.349
N: 10.845 10.206 15.145  0.102
C: 7.691 12.654 15.225  -0.221
C: 6.852 12.764 16.330  -0.011
C: 7.006 13.882 17.103  -0.075
C: 7.921 14.842 16.762  -0.076
C: 8.770 14.624 15.703  -0.119
N: 8.636 13.549 14.912  0.128
C: 13.288 11.101 14.947  -0.059
C: 13.839 11.551 16.152  -0.016
C: 15.104 12.032 16.039  -0.079
C: 15.758 12.189 14.813  -0.048
C: 15.206 11.777 13.611  0.013
C: 13.970 11.190 13.721  -0.142
H: 11.757 7.612 7.661  0.086
H: 13.649 8.921 7.215  0.093
H: 14.683 10.322 9.095  0.129
H: 10.451 7.901 9.750  0.074
H: 6.142 12.053 16.596  0.101
H: 6.411 13.992 18.071  0.140
H: 8.021 15.676 17.431  0.102
H: 9.630 15.238 15.447  0.107
H: 13.284 11.571 17.127  0.126
H: 15.633 12.243 16.951  0.110
H: 16.783 12.569 14.850  0.115
H: 15.752 11.780 12.659  0.130
C: 6.614 10.410 11.023  -0.097
N: 7.726 9.710 10.256  -0.066
C: 8.502 10.551 9.339  -0.150
C: 9.359 11.550 10.060  -0.339
N: 9.829 11.401 11.267  0.020
C: 10.358 12.661 11.612  -0.169
C: 11.005 13.114 12.822  -0.005
C: 11.763 14.259 12.736  -0.045
C: 11.783 14.975 11.503  -0.060
C: 11.011 14.699 10.399  0.002
C: 10.334 13.493 10.514  -0.160
N: 9.623 12.749 9.539  0.188
C: 6.914 10.577 12.468  -0.367
N: 7.184 11.739 13.020  0.180
C: 7.545 11.498 14.299  -0.183
C: 10.514 10.637 16.413  -0.163
C: 9.493 10.150 17.164  -0.078
C: 8.508 9.184 16.715  -0.092
C: 7.727 9.222 15.630  -0.052
C: 7.441 10.145 14.572  -0.222
N: 7.087 9.565 13.377  0.112
H: 5.727 9.792 10.931  0.122
H: 6.479 11.445 10.702  0.127
H: 7.310 8.990 9.700  0.100
H: 7.943 11.057 8.527  0.133
H: 9.164 9.854 8.783  0.120
H: 10.981 12.533 13.696  0.069
H: 12.225 14.562 13.642  0.101
H: 12.470 15.829 11.411  0.116
H: 10.996 15.326 9.593  0.088
H: 9.380 13.038 8.559  0.203
H: 11.236 11.270 16.936  0.097
H: 9.471 10.493 18.227  0.122
H: 8.434 8.305 17.320  0.100
H: 7.270 8.236 15.410  0.119
H: 7.138 8.585 13.177  0.138



[2]
# C12H11BO2

One molecule with the formula C12H11BO2 at a distorted geometry (ωB97M-V/def2-TZVPD, OMol25).

## Properties
ΔE to the lowest compared entry with this formula, charge and spin (kJ/mol): 350.00
Multiplicity: 1
Charge: 0
Highest occupied orbital energy (eV): -8.53
Strongest force on any atom (eV/Å): 6.97
Structure (SMILES): OB(O)c1ccc(-c2ccccc2)cc1
Orbital gap (hartree): 0.3267

Last column: Löwdin charge in e.
Element x y z (Å)
O: 4.299 0.503 2.599  0.145
B: 3.702 0.047 1.443  -0.669
O: 4.586 -0.104 0.481  0.133
C: 2.219 -0.137 0.924  -0.126
C: 1.872 -0.579 -0.281  -0.063
C: 0.567 -0.705 -0.778  0.034
C: -0.475 -0.582 0.207  -0.188
C: -1.843 -0.277 -0.198  -0.212
C: -2.287 1.081 -0.023  -0.010
C: -3.173 1.581 -1.021  -0.072
C: -3.722 0.758 -2.086  -0.073
C: -3.338 -0.555 -1.995  -0.124
C: -2.358 -1.070 -1.181  -0.069
C: -0.134 -0.405 1.536  -0.020
C: 1.185 -0.058 1.793  -0.043
H: 4.960 0.079 3.170  0.113
H: 5.517 0.504 0.466  0.232
H: 2.523 -0.553 -1.141  0.114
H: 0.399 -0.854 -1.856  0.125
H: -1.771 1.739 0.741  0.131
H: -3.040 2.705 -1.122  0.112
H: -4.496 1.054 -2.808  0.104
H: -3.695 -1.219 -2.776  0.102
H: -2.106 -2.118 -1.219  0.122
H: -0.774 -0.625 2.304  0.094
H: 1.382 -0.211 2.821  0.107



[3]
# C19H66Br2N25O13PS

A 13-piece molecular cluster, C19H66Br2N25O13PS overall at a distorted geometry (ωB97M-V/def2-TZVPD, OMol25).

## Properties
Multiplicity: 1
Charge: 0
Highest occupied orbital energy (eV): -8.41
Strongest force on any atom (eV/Å): 2.35
Orbital gap (hartree): 0.3029

Last column: Löwdin charge in e.
Element x y z (Å)
C: -0.778 -1.556 2.541  -0.089
C: 0.462 -2.523 2.413  -0.326
N: 1.403 -2.119 1.353  -0.256
P: 3.029 -1.677 1.941  0.557
S: 5.090 -1.091 2.428  0.416
C: 2.290 -0.306 3.090  -0.329
O: 3.179 0.789 3.283  -0.312
C: 2.817 1.476 4.469  -0.114
C: 3.402 -3.472 2.354  -0.770
Br: 4.845 -4.014 1.065  0.567
C: 3.867 -3.799 3.852  -0.741
C: 3.393 -2.806 4.933  -0.184
Br: 5.819 -4.105 4.173  0.595
H: -0.888 -1.161 3.563  0.070
H: -0.668 -0.672 1.869  0.036
H: -1.687 -2.095 2.240  0.066
H: 0.025 -3.490 2.087  0.097
H: 0.933 -2.729 3.388  0.074
H: 1.042 -1.324 0.836  0.056
H: 3.311 -1.265 0.595  0.028
H: 5.505 -0.309 1.381  -0.147
H: 1.446 0.143 2.534  0.081
H: 1.899 -0.680 4.048  0.082
H: 2.734 0.786 5.333  0.088
H: 1.852 2.009 4.363  0.078
H: 3.600 2.207 4.727  0.096
H: 2.590 -4.163 2.100  0.053
H: 3.423 -4.775 4.102  0.083
H: 2.294 -2.799 5.049  0.076
H: 3.775 -3.183 5.898  0.071
H: 3.783 -1.785 4.828  0.052
C: -2.840 0.353 -0.332  -0.666
O: -1.984 0.124 0.520  -0.012
N: -2.664 0.061 -1.647  0.168
N: -4.039 0.919 -0.035  0.168
H: -3.358 0.244 -2.354  0.056
H: -1.792 -0.357 -1.912  0.106
H: -4.213 1.149 0.926  0.104
H: -4.747 1.111 -0.726  0.065
C: -6.141 1.172 -3.707  -0.652
O: -5.281 0.941 -2.858  -0.010
N: -5.962 0.877 -5.021  0.169
N: -7.336 1.738 -3.401  0.172
H: -6.648 1.055 -5.729  0.106
H: -5.090 0.458 -5.284  0.108
H: -7.502 1.966 -2.439  0.107
H: -8.054 1.937 -4.080  0.084
C: 8.643 1.089 3.398  -0.702
O: 7.876 1.675 4.152  0.010
N: 8.332 -0.094 2.804  0.161
N: 9.881 1.574 3.094  0.148
H: 8.949 -0.586 2.187  0.098
H: 7.425 -0.490 3.003  0.005
H: 10.147 2.446 3.514  0.106
H: 10.528 1.112 2.484  0.095
C: -0.354 3.332 2.147  -0.645
O: 0.503 2.455 2.157  0.002
N: -0.212 4.491 2.847  0.162
N: -1.506 3.219 1.437  0.178
H: -0.893 5.224 2.854  0.094
H: 0.631 4.606 3.379  0.104
H: -1.642 2.371 0.907  0.074
H: -2.214 3.926 1.414  0.096
C: -9.523 4.812 -4.470  -0.650
O: -9.749 3.628 -4.708  -0.002
N: -10.265 5.815 -5.010  0.166
N: -8.515 5.211 -3.650  0.165
H: -10.101 6.786 -4.832  0.101
H: -11.018 5.553 -5.620  0.109
H: -7.947 4.494 -3.238  0.088
H: -8.312 6.169 -3.442  0.101
C: -12.681 1.133 -5.660  -0.685
O: -12.964 0.972 -4.482  0.022
N: -11.726 2.008 -6.074  0.157
N: -13.307 0.438 -6.659  0.128
H: -11.482 2.149 -7.035  0.094
H: -11.237 2.537 -5.363  0.052
H: -14.018 -0.215 -6.386  0.103
H: -13.096 0.549 -7.634  0.099
C: 9.189 -7.119 2.703  -0.691
O: 10.007 -8.021 2.810  0.019
N: 9.318 -5.932 3.361  0.150
N: 8.080 -7.224 1.917  0.153
H: 8.659 -5.181 3.285  0.057
H: 10.120 -5.819 3.951  0.102
H: 7.952 -8.084 1.418  0.102
H: 7.395 -6.497 1.817  0.075
C: 2.750 2.936 -0.992  -0.678
O: 2.033 3.911 -1.167  0.021
N: 2.671 2.154 0.118  0.176
N: 3.698 2.553 -1.901  0.137
H: 3.252 1.352 0.276  0.073
H: 1.987 2.400 0.819  0.059
H: 3.793 3.105 -2.735  0.109
H: 4.292 1.755 -1.779  0.085
C: 10.140 1.290 7.661  -0.691
O: 11.011 1.033 8.480  0.012
N: 10.238 0.939 6.349  0.159
N: 8.994 1.951 7.991  0.150
H: 9.529 1.144 5.666  0.046
H: 11.065 0.451 6.065  0.100
H: 8.884 2.226 8.947  0.099
H: 8.270 2.170 7.332  0.092
C: -11.013 -2.987 -7.512  -0.690
O: -10.615 -2.430 -8.526  0.012
N: -10.510 -4.182 -7.089  0.146
N: -11.990 -2.455 -6.726  0.155
H: -10.819 -4.656 -6.263  0.091
H: -9.789 -4.599 -7.647  0.102
H: -12.379 -1.574 -7.012  0.056
H: -12.333 -2.889 -5.891  0.097
C: 7.359 3.418 -2.082  -0.685
O: 6.836 3.478 -3.186  0.016
N: 8.665 3.753 -1.872  0.146
N: 6.677 3.012 -0.974  0.157
H: 9.113 3.712 -0.978  0.088
H: 9.193 4.056 -2.668  0.101
H: 5.710 2.763 -1.102  0.051
H: 7.081 2.953 -0.059  0.094
C: -3.944 -4.323 -2.500  -0.691
O: -4.181 -5.494 -2.751  0.019
N: -4.675 -3.297 -3.028  0.149
N: -2.933 -3.940 -1.670  0.153
H: -4.499 -2.329 -2.833  0.077
H: -5.427 -3.541 -3.642  0.099
H: -2.376 -4.664 -1.259  0.102
H: -2.724 -2.983 -1.451  0.077



[4]
# C3H6S2

A 2-piece molecular cluster, C3H6S2 overall at a distorted geometry (ωB97M-V/def2-TZVPD, OMol25).

## Properties
ΔE to the lowest compared entry with this formula, charge and spin (kJ/mol): 526.04
Multiplicity: 1
Charge: 0
Highest occupied orbital energy (eV): -8.80
Strongest force on any atom (eV/Å): 6.08
Orbital gap (hartree): 0.2798

Last column: Löwdin charge in e.
Element x y z (Å)
C: 0.720 0.344 0.116  -0.786
C: -0.547 0.196 0.916  -0.205
C: -0.047 -0.889 0.128  -0.753
H: 1.842 1.081 -1.831  -0.165
H: 1.720 0.286 0.629  0.083
H: -1.394 0.515 0.419  -0.003
H: -0.294 -0.191 2.041  0.176
H: 0.667 -1.633 0.610  0.137
H: -2.699 -0.038 -0.914  0.139
S: 1.210 1.662 -0.868  0.769
S: -1.178 -1.332 -1.247  0.608



[5]
# C12H41NO8

A 8-piece molecular cluster, C12H41NO8 overall at a distorted geometry (ωB97M-V/def2-TZVPD, OMol25).

## Properties
ΔE to the lowest compared entry with this formula, charge and spin (kJ/mol): 96.13
Multiplicity: 1
Charge: 0
Highest occupied orbital energy (eV): -9.00
Strongest force on any atom (eV/Å): 1.93
Structure (SMILES): COC[C@H](C)N.CCO.CCO.CCO.CCO.O.O.O
Orbital gap (hartree): 0.3395

Last column: Löwdin charge in e.
Element x y z (Å)
C: 14.815 -3.611 -1.737  -0.125
O: 15.390 -2.992 -0.628  -0.201
C: 16.133 -1.827 -0.940  -0.215
C: 16.273 -0.924 0.266  -0.438
C: 14.902 -0.588 0.839  -0.054
N: 17.017 0.277 -0.105  0.051
H: 14.338 -4.570 -1.527  0.087
H: 15.607 -3.932 -2.429  0.091
H: 14.074 -3.006 -2.267  0.091
H: 17.162 -2.079 -1.246  0.134
H: 15.665 -1.423 -1.849  0.125
H: 16.899 -1.472 0.974  0.110
H: 14.247 -0.166 0.075  0.085
H: 15.017 -0.023 1.765  0.081
H: 14.337 -1.471 1.163  0.072
H: 16.759 1.134 0.367  0.074
H: 16.802 0.479 -1.080  0.068
C: 22.576 -3.547 1.617  -0.096
C: 23.259 -4.644 0.827  -0.318
O: 24.606 -4.287 0.496  -0.079
H: 23.110 -3.270 2.528  0.056
H: 21.560 -3.861 1.863  0.065
H: 22.562 -2.626 1.029  0.079
H: 22.630 -4.820 -0.050  0.110
H: 23.355 -5.561 1.411  0.108
H: 24.595 -3.972 -0.413  0.079
C: 22.735 -0.265 3.979  -0.089
C: 24.146 -0.513 4.486  -0.301
O: 24.072 -0.565 5.915  -0.090
H: 21.927 -0.844 4.429  0.053
H: 22.630 -0.501 2.917  0.072
H: 22.467 0.788 4.081  0.072
H: 24.803 0.325 4.244  0.112
H: 24.485 -1.459 4.054  0.100
H: 24.970 -0.595 6.258  0.077
C: 19.055 3.121 3.635  -0.077
C: 19.230 1.601 3.639  -0.351
O: 19.537 1.085 2.359  -0.099
H: 18.045 3.406 3.363  0.066
H: 19.856 3.525 3.018  0.072
H: 19.312 3.387 4.663  0.070
H: 18.380 1.137 4.161  0.109
H: 20.052 1.241 4.277  0.091
H: 19.617 0.122 2.452  0.027
C: 21.570 -3.707 5.608  -0.062
C: 20.590 -4.899 5.452  -0.277
O: 19.253 -4.526 5.787  -0.099
H: 21.093 -2.732 5.505  0.060
H: 22.355 -3.712 4.852  0.060
H: 21.928 -3.816 6.629  0.074
H: 20.966 -5.667 6.134  0.107
H: 20.500 -5.384 4.478  0.107
H: 19.116 -4.671 6.728  0.101
O: 16.962 -3.344 4.627  -0.094
H: 17.076 -3.457 3.663  -0.024
H: 17.776 -3.708 5.015  -0.014
O: 19.491 -1.761 2.719  -0.039
H: 18.895 -2.341 2.223  0.019
H: 19.856 -2.322 3.412  0.034
O: 17.352 -3.757 1.913  -0.045
H: 17.457 -4.612 1.480  0.079
H: 16.462 -3.463 1.661  0.061



[6]
# C5H8N2

C5H8N2 as an isolated structure at a distorted geometry (ωB97M-V/def2-TZVPD, OMol25).

## Properties
ΔE to the lowest compared entry with this formula, charge and spin (kJ/mol): 389.75
Multiplicity: 1
Charge: 0
Highest occupied orbital energy (spin up / spin down) (eV): -7.54 / -7.20
Strongest force on any atom (eV/Å): 2.63
Orbital gap (spin up / spin down) (hartree): 0.2986 / 0.2798

Last column: Löwdin charge in e.
Element x y z (Å)
C: -1.670 -0.109 -1.160  -0.003
C: 1.003 0.334 1.453  -0.032
C: 1.248 -0.654 -0.943  -0.038
C: 0.410 -0.103 0.157  -0.311
N: -0.904 -0.061 -0.011  -0.103
C: -1.721 0.838 0.631  -0.303
N: -2.332 1.412 1.430  0.182
H: -2.731 -0.277 -1.119  0.061
H: -1.193 -0.325 -2.099  0.047
H: 1.178 -0.520 2.116  0.089
H: 1.969 0.813 1.283  0.083
H: 1.263 0.025 -1.801  0.088
H: 0.859 -1.614 -1.298  0.089
H: 2.272 -0.801 -0.608  0.079
H: 0.350 1.043 1.970  0.072



> Which value of multiplicity does entry 6 give?

1



> Which of these has the highest strongest force on any atom?

C12H11BO2



> multiplicity of number 6 (C5H8N2)?

1